Entry 1:
Molecular formula: C5H5F3
Method: DFT, the ωB97M-V functional and the def2-TZVPD basis

Each atom is followed by the atoms it is bonded to, with distances in Å.
Geometry (Å):
1 C 1.24 1.63 -1.22  C2 1.445, H6 1.207, H7 1.134, F11 1.413
2 C 0.43 0.46 -0.94  C1 1.445, C3 1.351, H8 1.146
3 C 0.01 0.10 0.29  C2 1.351, C4 1.508, H9 1.166
4 C -0.86 -1.09 0.62  C3 1.508, C5 1.396, F12 1.355
5 C -1.31 -1.62 1.83  C4 1.396, H10 0.976, F13 1.414
6 H 1.34 2.44 -0.33  C1 1.207
7 H 0.70 2.02 -2.14  C1 1.134
8 H -0.02 -0.19 -1.77  C2 1.146
9 H 0.36 0.73 1.20  C3 1.166
10 H -1.24 -1.10 2.65  C5 0.976
11 F 2.58 1.29 -1.51  C1 1.413
12 F -1.16 -1.85 -0.46  C4 1.355
13 F -2.07 -2.81 1.77  C5 1.414

Summary:
Total charge ... 0
DFT total energy ... -13415.5866 eV
Strongest force on any atom ... 8.1 eV/A
HOMO energy ... -9.37 eV
SMILES ... F/C=C(F)/C=C/CF
Energy relative to the best compared isomer or geometry (same formula, charge and spin) ... 157.74 kJ/mol

Entry 2:
Molecular formula: C5H5F4N
Method: DFT, the ωB97M-V functional and the def2-TZVPD basis

Each atom is followed by the atoms it is bonded to, with distances in Å.
Geometry (Å):
1 C -1.56 -1.74 0.44  C4 1.856, N6 1.139
2 C 1.86 0.58 -0.59  C3 1.594, H11 1.049, H12 1.197, H13 1.115
3 C 0.91 -0.45 0.16  C2 1.594, C4 1.501, H14 1.049, H15 1.211
4 C -0.54 -0.33 -0.20  C1 1.856, C3 1.501, C5 1.487, F7 1.369
5 C -1.32 0.78 0.41  C4 1.487, F8 1.414, F9 1.347, F10 1.298
6 N -2.31 -2.56 0.68  C1 1.139
7 F -0.77 -0.52 -1.54  C4 1.369
8 F -1.78 0.55 1.72  C5 1.414
9 F -0.56 1.88 0.43  C5 1.347
10 F -2.42 1.04 -0.23  C5 1.298
11 H 2.86 0.27 -0.55  C2 1.049
12 H 1.81 1.70 -0.18  C2 1.197
13 H 1.61 0.67 -1.68  C2 1.115
14 H 1.26 -1.36 -0.22  C3 1.049
15 H 0.95 -0.49 1.37  C3 1.211

Summary:
Total charge ... 0
DFT total energy ... -17623.9069 eV
Strongest force on any atom ... 5.6 eV/A
HOMO energy ... -12.37 eV
SMILES ... CC[C@@](F)(C#N)C(F)(F)F

Entry 3:
Molecular formula: C5H5F4N2P
Method: DFT, the ωB97M-V functional and the def2-TZVPD basis

Each atom is followed by the atoms it is bonded to, with distances in Å.
Geometry (Å):
1 C 1.31 -0.20 2.65  C2 1.376, N6 1.390, H13 1.053
2 C 0.85 0.69 1.71  C1 1.376, N7 1.447, H14 1.099
3 C 1.32 -1.35 0.82  N6 1.305, N7 1.393, H15 1.035
4 C 0.50 0.38 -0.82  N7 1.429, F8 1.381, F9 1.378
5 C -1.32 -0.44 -1.70  F10 1.439, F11 1.266, P12 1.789
6 N 1.59 -1.44 2.09  C1 1.390, C3 1.305
7 N 0.92 -0.06 0.48  C2 1.447, C3 1.393, C4 1.429
8 F 1.35 -0.03 -1.82  C4 1.381
9 F 0.17 1.72 -0.88  C4 1.378
10 F -1.59 -1.44 -0.70  C5 1.439
11 F -1.00 -1.13 -2.71  C5 1.266
12 P -2.68 0.71 -1.84  C5 1.789, H16 1.466, H17 1.412
13 H 1.14 -0.24 3.69  C1 1.053
14 H 0.91 1.79 1.65  C2 1.099
15 H 1.49 -2.06 0.08  C3 1.035
16 H -1.97 1.95 -2.18  P12 1.466
17 H -3.02 1.14 -0.54  P12 1.412

Summary:
Total charge ... 0
DFT total energy ... -28401.1582 eV
Strongest force on any atom ... 7.2 eV/A
HOMO energy ... -9.07 eV

Entry 4:
Molecular formula: C5H5F4O3S
Method: DFT, the ωB97M-V functional and the def2-TZVPD basis

Each atom is followed by the atoms it is bonded to, with distances in Å.
Geometry (Å):
1 C 3.21 0.19 0.65  C2 1.365, H14 1.124, H15 1.033
2 C 1.86 0.31 0.49  C1 1.365, C3 1.452, H16 1.185
3 C 1.17 -0.48 -0.51  C2 1.452, O8 1.413, H17 1.114, H18 1.147
4 C -1.21 -0.34 -0.42  C5 1.512, O6 1.389, O8 1.340, S13 1.910
5 C -2.37 -1.15 0.11  C4 1.512, F10 1.328, F11 1.340, F12 1.406
6 O -1.38 0.11 -1.73  C4 1.389, S13 2.021
7 O -0.29 2.10 -0.38  S13 1.456
8 O -0.07 -0.83 0.08  C3 1.413, C4 1.340
9 F -2.50 2.83 0.86  S13 1.954
10 F -3.53 -0.64 -0.30  C5 1.328
11 F -2.32 -1.19 1.45  C5 1.340
12 F -2.57 -2.47 -0.32  C5 1.406
13 S -1.63 1.52 -0.30  C4 1.910, O6 2.021, O7 1.456, F9 1.954
14 H 3.72 0.80 1.46  C1 1.124
15 H 3.78 -0.46 0.09  C1 1.033
16 H 1.35 1.15 1.15  C2 1.185
17 H 1.61 -1.45 -0.84  C3 1.114
18 H 1.16 0.01 -1.54  C3 1.147

Summary:
Total charge ... -1
DFT total energy ... -33112.2316 eV
Strongest force on any atom ... 4.5 eV/A
HOMO energy ... -4.59 eV
Energy relative to the best compared isomer or geometry (same formula, charge and spin) ... 69.10 kJ/mol

Entry 5:
Molecular formula: C5H5FI2
Method: DFT, the ωB97M-V functional and the def2-TZVPD basis

Each atom is followed by the atoms it is bonded to, with distances in Å.
Geometry (Å):
1 C -0.58 0.06 -0.38  C2 1.376, C3 1.448, C4 1.487
2 C 0.49 -0.79 -0.24  C1 1.376, C5 1.426, H9 1.065
3 C -1.64 0.25 -1.35  C1 1.448, F6 1.337, H10 1.110
4 C -0.97 1.30 0.35  C1 1.487, I7 2.129, H11 0.984
5 C 1.55 -0.64 0.71  C2 1.426, I8 2.193, H12 1.096, H13 1.126
6 F -2.84 -0.33 -1.28  C3 1.337
7 I 0.05 3.13 -0.02  C4 2.129
8 I 3.22 0.45 -0.21  C5 2.193
9 H 0.74 -1.45 -1.04  C2 1.065
10 H -1.37 0.83 -2.26  C3 1.110
11 H -1.48 1.36 1.19  C4 0.984
12 H 1.23 -0.07 1.59  C5 1.096
13 H 2.18 -1.54 0.94  C5 1.126

Summary:
Total charge ... 0
DFT total energy ... -24180.5011 eV
Strongest force on any atom ... 6.9 eV/A
HOMO energy ... -8.17 eV

Entry 6:
Molecular formula: C5H5FIN
Method: DFT, the ωB97M-V functional and the def2-TZVPD basis

Each atom is followed by the atoms it is bonded to, with distances in Å.
Geometry (Å):
1 C 0.03 1.67 -0.18  C2 1.391, N6 1.360, H9 1.073
2 C 1.37 1.36 0.06  C1 1.391, C3 1.369, F7 1.355
3 C 1.71 0.09 0.43  C2 1.369, I8 2.051
4 C -0.39 -0.62 -0.26  C5 1.469, N6 1.309
5 C -1.20 -1.79 0.12  C4 1.469, H10 1.089, H11 1.091, H12 1.095
6 N -0.82 0.62 -0.26  C1 1.360, C4 1.309, H13 1.023
7 F 2.23 2.40 0.12  C2 1.355
8 I 3.41 -0.96 -0.03  C3 2.051
9 H -0.33 2.67 -0.33  C1 1.073
10 H -0.88 -2.67 -0.44  C5 1.089
11 H -1.05 -2.00 1.18  C5 1.091
12 H -2.26 -1.60 -0.05  C5 1.095
13 H -1.82 0.83 -0.34  N6 1.023

Summary:
Total charge ... 0
DFT total energy ... -17569.1784 eV
Strongest force on any atom ... 3.8 eV/A
HOMO energy ... -7.30 eV
Energy relative to the best compared isomer or geometry (same formula, charge and spin) ... 391.21 kJ/mol